[1]
This record from the Open Molecules 2025 dataset describes a structure of composition C38H30AsEuN6O2S at a distorted geometry. The level of theory is ωB97M-V/def2-TZVPD.

Atoms and positions in Å:
Eu 0.5596 -0.5403 0.4545
C -1.5693 -3.6449 -1.9107
C -0.3245 -2.8008 -2.1133
C 0.7920 -2.9930 -1.2747
C 1.9557 -2.2507 -1.4812
C 1.9773 -1.2211 -2.4258
C 0.8667 -0.9880 -3.2251
C -0.2631 -1.7860 -3.0781
H -1.4746 -4.5683 -2.4929
H -2.4758 -3.1225 -2.2561
H -1.6630 -3.9160 -0.8472
H 0.6858 -3.6762 -0.4354
H 2.8197 -2.3878 -0.8501
H 2.8407 -0.5835 -2.5309
H 0.8646 -0.1518 -3.9068
H -1.1447 -1.5865 -3.6902
N 4.5754 0.3262 2.5187
C 4.9389 -1.0197 2.4366
C 6.0343 -1.7544 2.8557
C 6.0234 -3.1172 2.6090
C 4.9370 -3.7609 1.9819
C 3.8687 -3.0242 1.5074
C 3.8712 -1.6416 1.7459
N 2.9353 -0.6580 1.3768
C 3.3567 0.5106 1.9087
C 2.6823 1.7762 1.8327
C 2.9948 2.9798 2.4593
S 1.8299 4.2063 2.0970
C 0.9761 3.0542 1.1329
N 1.5077 1.8526 1.0822
H 5.1267 1.0503 2.9625
H 6.8836 -1.3129 3.3531
H 6.8702 -3.7194 2.9187
H 4.9743 -4.8221 1.8370
H 3.0343 -3.5189 1.0230
H 3.8768 3.1665 3.0530
H 0.0444 3.2794 0.6377
O -0.2195 0.8477 -1.4123
As -1.8084 1.3857 -0.9835
C -1.6020 3.2849 -1.1556
C -0.6265 3.7688 -2.0283
C -0.5422 5.1349 -2.2507
C -1.4040 6.0077 -1.5854
C -2.3367 5.5208 -0.6909
C -2.4525 4.1500 -0.4908
C -2.4568 0.5138 0.6282
C -2.4734 -0.8966 0.6009
C -2.8393 -1.6096 1.7216
C -3.3077 -0.9480 2.8554
C -3.3264 0.4402 2.8630
C -2.8675 1.1814 1.7737
C -2.9483 0.7311 -2.3684
C -2.5309 0.8591 -3.6923
C -3.3772 0.4506 -4.7144
C -4.6335 -0.0775 -4.4228
C -5.0255 -0.1881 -3.1106
C -4.2035 0.2299 -2.0705
H 0.0729 3.0602 -2.4775
H 0.1807 5.5277 -2.9375
H -1.3376 7.0750 -1.7520
H -2.9725 6.2029 -0.1630
H -3.2371 3.7457 0.1451
H -2.1593 -1.3995 -0.3214
H -2.7304 -2.6833 1.7322
H -3.6205 -1.5048 3.7359
H -3.6165 0.9799 3.7579
H -2.7485 2.2594 1.8354
H -1.5185 1.2121 -3.8836
H -3.0531 0.5530 -5.7393
H -5.2852 -0.4151 -5.2160
H -5.9926 -0.5976 -2.8640
H -4.5122 0.1065 -1.0373
O 0.2031 -2.5725 1.7411
N 0.9872 -2.9902 2.7154
C 1.1513 -2.0131 3.5795
C 0.4550 -0.7280 3.3402
N -0.0953 0.2607 3.0166
C 2.0860 -2.1235 4.6653
N 2.9361 -2.3775 5.3947

Force components x, y, z for each atom (eV/Å):
-0.04 0.00 -0.59
0.21 0.21 -0.07
0.14 0.38 0.30
-0.34 0.01 -0.46
-0.25 0.35 -0.01
-0.14 -0.24 -0.13
-0.10 -0.41 0.32
-0.21 -0.22 -0.04
-0.11 0.08 0.15
0.28 -0.16 0.17
-0.10 0.03 -0.37
0.29 -0.09 -0.22
0.11 -0.15 0.04
0.22 -0.03 0.02
-0.01 -0.02 -0.14
0.22 -0.09 0.12
-0.08 0.10 0.11
-1.24 0.00 -0.60
0.40 -0.27 0.13
-0.23 -0.06 0.02
0.26 0.90 -0.08
-0.09 0.08 0.22
0.19 0.95 -0.15
0.24 1.09 0.94
1.62 -2.78 -0.30
-1.25 2.34 0.08
-0.12 -0.99 -0.66
0.32 -1.23 -0.24
0.74 -0.91 0.35
0.29 0.79 0.41
-0.19 -0.23 -0.11
0.02 0.15 0.07
-0.07 0.11 0.04
-0.06 -0.32 -0.04
0.04 0.12 0.04
-0.16 0.19 0.09
0.07 0.21 -0.01
-1.88 0.36 1.15
2.15 -1.00 -1.50
-0.56 0.08 0.36
0.26 -0.40 0.05
-0.37 -0.08 0.27
0.28 -0.08 -0.07
0.03 -0.27 -0.01
-0.39 0.10 0.05
-0.05 0.06 0.07
0.38 0.65 -0.70
-0.15 -0.20 0.32
0.09 0.30 -0.21
0.15 0.32 0.21
0.22 -0.12 -0.04
-0.30 0.37 0.03
0.13 -0.18 0.11
0.19 0.13 0.02
0.45 0.13 -0.21
-0.44 -0.10 0.62
0.08 -0.22 -0.06
-0.23 0.26 0.02
0.29 0.07 -0.22
0.05 -0.02 -0.05
-0.29 0.19 0.17
0.10 0.21 0.01
-0.12 -0.07 0.29
-0.11 -0.10 -0.09
0.08 0.10 -0.20
-0.09 -0.12 -0.05
-0.26 -0.12 0.12
-0.25 0.06 -0.16
0.02 -0.05 -0.09
-0.01 0.05 -0.04
-0.14 -0.08 -0.04
-0.12 0.09 -0.13
0.56 -1.28 0.22
-1.12 1.71 -0.52
-0.20 0.98 0.74
-0.52 0.86 -0.45
1.30 -2.16 1.00
-0.14 -0.58 -0.75
0.06 0.28 0.36

- E (eV) = -143926.0106
- charge = +1
- spin multiplicity = 8
- max |F| (eV/A) = 3.228
- Kohn-Sham gap (spin up / spin down) (eV) = 6.92 / 8.18
- energy relative to the best compared isomer or geometry (same formula, charge and spin) (kcal per mole) = 0.0
- LUMO (spin up / spin down) (Eh) = -0.0997 / -0.0997
- <S²> = 15.76
- E_HOMO (spin up / spin down) (Ha) = -0.3540 / -0.4004



[2]
This record from the Open Molecules 2025 dataset describes a structure of composition C6H8N2 at a distorted geometry. The level of theory is ωB97M-V/def2-TZVPD.

Atoms and positions in Å:
C 1.0356 -2.1858 -0.4287
C 0.1496 -1.1055 -0.3013
C 0.2863 -0.3046 0.9551
C -1.0157 0.6008 0.9397
C -0.8276 1.1061 -0.5825
C 0.4043 0.2687 -0.8538
H -0.9435 -1.4011 -0.5402
H 0.7529 -0.8823 1.7827
H -1.9269 -0.0371 1.1681
H -1.0804 1.4425 1.7373
H -0.5261 2.1794 -0.5988
H -1.6764 0.9549 -1.2531
H 0.9914 0.3438 -1.7932
H 1.4587 1.4804 0.4791
N 1.6946 -2.9457 -0.9715
N 1.2233 0.4855 0.2612

Force components x, y, z for each atom (eV/Å):
0.67 0.03 -1.89
-4.97 -0.25 0.04
-0.79 0.13 3.52
-1.03 -0.10 1.31
-0.46 0.24 1.17
1.80 0.58 -4.16
1.75 -0.17 0.49
-1.15 0.76 0.27
0.87 0.79 -0.71
0.59 -1.35 -1.47
-0.36 -0.75 -0.06
0.03 -0.06 0.24
-0.99 0.19 0.03
-0.64 -1.24 0.29
0.75 -1.11 0.35
3.92 2.31 0.60

- E (eV) = -9329.0885
- max |F| (eV/A) = 4.977
- Kohn-Sham gap (eV) = 10.24
- energy relative to the best compared isomer or geometry (same formula, charge and spin) (kcal per mole) = 60.4
- LUMO (Eh) = 0.0297
- E_HOMO (Ha) = -0.3465



[3]
This record from the Open Molecules 2025 dataset describes a cluster of 2 separate species, C3H7N2O2 in total at a distorted geometry. The level of theory is ωB97M-V/def2-TZVPD.

Atoms and positions in Å:
C 0.0258 1.2919 2.1389
C 0.9371 -1.9028 -0.8996
C 0.4741 -0.5832 -1.4607
N -1.1479 1.9808 2.2890
N -0.5728 0.1172 -0.6160
O -1.0666 1.1880 -1.1237
O 0.3447 0.6399 1.1404
H 1.6881 -2.2289 -1.5122
H 0.1357 -2.6353 -0.7989
H 1.1533 -1.5486 0.1493
H 1.3452 0.0160 -1.6626
H 0.1151 -0.7463 -2.5062
H -1.9023 2.0675 1.6417
H -1.5295 2.3437 3.2205

Force components x, y, z for each atom (eV/Å):
0.82 -0.03 1.96
-2.61 2.12 3.29
-0.64 0.65 -1.44
-1.79 1.19 1.80
-2.47 0.76 -1.68
1.61 -2.13 0.40
0.73 0.09 -0.22
2.29 -1.15 -0.95
-0.06 -0.02 -0.25
0.71 -1.15 -0.79
0.55 0.77 0.39
-0.63 0.36 0.69
-0.43 -0.40 -1.38
1.92 -1.05 -1.82

- E (eV) = -10295.2918
- charge = -1
- max |F| (eV/A) = 4.698
- Kohn-Sham gap (spin up / spin down) (eV) = 5.52 / 5.95
- energy relative to the best compared isomer or geometry (same formula, charge and spin) (kcal per mole) = 146.3
- LUMO (spin up / spin down) (Eh) = 0.1551 / 0.1553
- E_HOMO (spin up / spin down) (Ha) = -0.0477 / -0.0634



[4]
This record from the Open Molecules 2025 dataset describes a structure of composition C18H30N4OS6Si2TeW at a distorted geometry. The level of theory is ωB97M-V/def2-TZVPD.

Atoms and positions in Å:
W 0.6023 -0.1489 2.0062
N -1.5715 -4.3739 1.9383
C -1.5072 -3.2239 1.1903
S -1.0654 -1.7970 2.2278
N -2.0022 -3.3852 -0.0186
N -1.5796 -2.5982 -1.0788
C -1.3244 -1.3493 -0.8872
C -0.4298 -0.5255 -1.7087
C -0.3118 -0.5841 -3.0782
C 0.4267 0.4060 -3.6746
C 1.2360 1.2413 -2.8593
C 1.1494 1.1135 -1.4553
N 0.3606 0.2006 -0.9279
H -1.4491 -4.3658 2.9500
H -1.9387 -5.2441 1.5170
H -1.5378 -0.8707 0.0843
H -0.9339 -1.3249 -3.6525
H 0.3821 0.5321 -4.7737
H 1.7991 2.0573 -3.3089
H 1.6359 1.7747 -0.7446
S -0.6907 1.5519 1.0542
S -0.3140 2.6330 2.6820
S -0.3747 1.5390 4.5029
S 0.5326 -0.3722 4.3381
Te 3.0340 1.4791 2.1797
C 4.3850 2.0192 0.5353
C 4.1574 1.4777 -0.6994
C 4.8087 2.1413 -1.7452
C 5.6877 3.0850 -1.2637
S 5.7480 3.1687 0.4676
H 3.5126 0.6431 -0.8655
H 4.6461 1.9655 -2.8237
H 6.3197 3.7930 -1.8005
C 2.5702 -3.4584 3.2422
Si 3.0297 -2.9249 1.4810
C 4.8393 -2.3012 1.2965
C 2.7576 -4.3702 0.3142
C 1.9092 -1.4198 1.0676
H 3.0386 -4.3914 3.5309
H 1.4679 -3.5401 3.3124
H 2.8071 -2.8086 4.0731
H 5.4009 -3.1817 1.5032
H 4.9806 -1.5899 2.1171
H 5.0696 -1.8797 0.3498
H 3.0941 -5.2510 0.8707
H 3.3753 -4.3496 -0.6136
H 1.7090 -4.5700 0.0307
H 1.1864 -1.7173 0.2735
H 2.5836 -0.8470 0.4448
C -7.4870 4.3747 -0.7060
Si -5.7356 3.6494 -1.0068
C -4.9756 2.7057 0.4119
C -5.6917 2.4117 -2.5778
O -4.7092 4.8226 -1.2774
H -8.2825 3.6778 -0.4929
H -7.7880 4.9205 -1.6075
H -7.4080 5.1229 0.1055
H -5.4283 1.8013 0.8275
H -4.9007 3.4135 1.2318
H -3.9358 2.4419 0.1412
H -5.2996 3.0465 -3.3705
H -6.6070 1.9365 -2.9011
H -4.9633 1.6180 -2.3796

Force components x, y, z for each atom (eV/Å):
1.23 0.68 -1.33
-0.12 -0.97 0.70
-0.99 -0.04 -0.94
-0.76 -1.81 0.39
0.69 -0.09 0.66
0.85 1.47 -0.17
-0.48 -1.09 1.26
0.09 -1.45 0.34
-1.50 -0.54 -0.94
1.35 0.65 -0.23
-0.86 0.10 0.05
0.08 0.13 -1.69
-0.55 0.41 0.16
-0.10 0.34 -0.71
0.35 1.27 0.20
-0.14 -0.21 -0.59
0.66 1.02 0.67
0.30 -0.05 0.79
-0.03 -0.21 0.17
0.16 -0.06 -0.22
-0.88 0.06 -0.38
0.67 0.71 1.38
-0.61 -0.24 0.03
0.27 0.93 0.73
1.21 0.95 0.61
-0.30 -1.06 0.71
0.02 0.34 0.40
1.39 1.03 -0.82
0.41 0.19 -0.43
-2.07 -0.82 -0.50
-0.40 -0.18 0.05
0.16 0.05 0.76
-0.20 -0.44 -0.06
-0.27 -0.23 -0.07
-0.68 1.86 0.20
-1.86 -0.45 1.56
0.11 -0.54 -0.45
0.23 -1.64 -1.76
-0.08 -0.59 -0.07
0.39 -0.27 -0.29
0.34 0.77 -0.11
1.03 -0.67 0.03
0.17 0.10 -0.29
0.18 0.37 -0.81
0.02 -0.16 -0.04
-0.44 0.24 0.58
0.36 0.29 0.16
0.14 -0.73 0.33
0.51 0.51 0.05
0.31 0.18 0.05
1.35 0.49 -1.49
0.03 -0.77 0.66
0.00 0.59 1.08
-0.47 0.11 -0.19
-0.39 -0.39 0.29
0.17 -0.01 0.00
-0.05 -0.36 -0.25
-0.19 -0.13 -0.09
0.09 0.21 0.26
-0.45 0.20 -0.08
-0.01 0.00 -0.16
-0.47 -0.15 -0.15
0.02 0.08 0.02

- E (eV) = -117045.9787
- charge = -2
- spin multiplicity = 3
- max |F| (eV/A) = 2.472
- Kohn-Sham gap (spin up / spin down) (eV) = 5.51 / 5.51
- energy relative to the best compared isomer or geometry (same formula, charge and spin) (kcal per mole) = 24.7
- LUMO (spin up / spin down) (Eh) = 0.1360 / 0.1362
- <S²> = 2.02
- E_HOMO (spin up / spin down) (Ha) = -0.0664 / -0.0664



[5]
This record from the Open Molecules 2025 dataset describes a cluster of 7 separate species, C14H42O14 in total at a distorted geometry. The level of theory is ωB97M-V/def2-TZVPD.

Atoms and positions in Å:
C 3.0376 3.3402 4.8132
C 2.4925 4.1489 6.0909
O 3.1473 3.6292 7.1607
O 2.9958 1.9857 5.0124
H 4.0762 3.5618 4.5675
H 2.4255 3.5661 3.9400
H 1.4642 3.9026 6.3555
H 2.5736 5.2344 6.0335
H 3.9810 3.2546 6.8671
H 2.0846 1.6880 4.9603
C 0.1862 -0.5667 -0.6878
C -0.1084 -0.6145 0.8215
O -0.6513 0.4562 1.5086
O 0.7185 -1.8007 -1.0922
H 0.9013 0.2520 -0.7673
H -0.6182 -0.0392 -1.2004
H 0.7461 -0.8631 1.4509
H -0.8045 -1.4242 1.0403
H -1.5223 0.1446 1.7650
H 1.6759 -1.7381 -1.1236
C -4.8497 -5.0720 -2.3698
C -3.7756 -4.1226 -2.0760
O -2.4738 -4.4030 -2.5576
O -4.4116 -6.3734 -2.6435
H -5.1066 -4.5813 -3.3086
H -5.4905 -5.0868 -1.4882
H -3.6757 -3.9024 -1.0132
H -4.1095 -3.1433 -2.4188
H -1.8043 -3.9377 -2.0508
H -3.5699 -6.3110 -3.1009
C 6.1752 -1.4850 2.9529
C 5.3314 -1.4715 1.6516
O 4.5361 -2.5870 1.3093
O 5.3767 -1.5968 4.1325
H 6.7243 -0.5816 3.2184
H 6.8629 -2.3301 2.9200
H 6.1194 -1.2410 0.9347
H 4.7182 -0.5853 1.4886
H 4.5718 -3.1034 2.1179
H 5.0881 -0.6937 4.2834
C 4.3952 4.4183 -1.4872
C 4.7189 3.2165 -2.3284
O 5.8978 2.6109 -1.8538
O 5.4302 5.3732 -1.6460
H 4.2058 4.1195 -0.4562
H 3.4698 4.8661 -1.8495
H 4.8865 3.5508 -3.3522
H 3.8663 2.5468 -2.4409
H 6.0906 2.8621 -0.9475
H 6.2551 5.3259 -1.1572
C -6.4996 1.9419 3.3688
C -5.3054 1.4525 2.6025
O -4.6297 0.3477 3.3031
O -6.8395 1.2774 4.5753
H -7.3440 2.3130 2.7880
H -6.2306 2.8870 3.8406
H -4.6009 2.2109 2.2612
H -5.6434 0.8951 1.7288
H -5.0664 0.3475 4.1580
H -7.1462 0.4137 4.2897
C -3.9900 -1.4259 -8.1734
C -2.8465 -1.9024 -7.2668
O -2.9171 -1.5367 -5.9022
O -5.1773 -2.1558 -8.2006
H -3.5931 -1.1451 -9.1489
H -4.2651 -0.4640 -7.7408
H -1.8403 -1.7299 -7.6488
H -3.0107 -2.9764 -7.1792
H -2.4377 -2.0960 -5.2866
H -4.8711 -3.0536 -8.3484

Force components x, y, z for each atom (eV/Å):
-1.54 2.15 0.07
-0.10 -1.10 -1.89
1.69 -0.44 2.28
0.13 -1.78 0.45
0.05 0.47 0.30
0.04 0.52 -0.21
-0.54 0.15 -0.95
0.23 0.16 -0.43
0.12 -0.05 0.25
-0.06 -0.13 0.11
1.01 2.34 2.06
0.00 -2.37 0.94
-1.10 1.86 -0.22
-0.82 -0.01 -0.60
0.79 -0.11 -0.21
-0.73 -1.37 -0.66
0.82 -0.38 -0.84
0.13 -0.72 -0.61
-0.14 0.68 0.17
-0.02 0.05 0.04
0.86 -0.43 -1.48
2.26 2.93 2.89
-0.23 -0.76 -1.07
-0.14 -0.75 0.40
-2.08 -0.73 -0.14
-0.68 0.08 -0.76
0.04 -0.52 0.53
0.00 0.21 -0.50
-0.19 0.04 0.12
0.22 0.02 -0.01
-1.37 -0.19 0.56
1.26 1.88 -0.53
0.94 -0.03 0.83
-0.36 -0.58 0.07
0.54 0.19 -1.51
-0.02 -0.07 0.07
0.16 -0.75 -0.78
-0.32 0.28 0.88
-0.48 -0.59 0.02
-0.41 -0.09 0.37
0.30 -0.09 -0.29
-0.08 0.43 -0.22
0.33 -0.79 -0.34
-0.48 1.17 -0.36
0.20 0.04 0.32
0.09 0.26 -0.02
0.36 0.16 -0.04
-0.05 -0.45 0.61
-0.28 0.02 0.03
-0.41 -0.77 0.31
0.35 3.54 1.84
0.27 -3.16 -0.88
-0.20 1.42 -0.19
-0.15 -1.32 -0.95
-0.29 -1.02 -0.44
0.49 0.45 -0.32
-0.08 0.15 0.45
-0.16 0.53 -0.52
0.24 -0.15 0.54
-0.41 -0.44 0.43
0.87 2.75 1.36
-0.27 -2.47 0.55
-0.88 1.93 0.41
0.53 -0.80 0.01
0.02 -0.57 -0.36
-0.16 0.29 -0.03
-0.14 0.30 -0.37
0.45 -0.65 -0.84
0.12 -0.34 -0.57
-0.54 -0.47 -0.11

- E (eV) = -43855.8607
- max |F| (eV/A) = 4.691
- SMILES = OCCO.OCCO.OCCO.OCCO.OCCO.OCCO.OCCO
- Kohn-Sham gap (eV) = 9.90
- energy relative to the best compared isomer or geometry (same formula, charge and spin) (kcal per mole) = 120.7
- LUMO (Eh) = 0.0007
- E_HOMO (Ha) = -0.3630



[6]
This record from the Open Molecules 2025 dataset describes a structure of composition C6H28NO11 at a distorted geometry. The level of theory is ωB97M-V/def2-TZVPD.

Atoms and positions in Å:
N -0.0487 -0.9968 -0.5915
O -0.2193 0.2386 -0.4995
O -0.7492 -1.6190 -1.3287
O 0.9019 -1.5107 -0.0483
C -1.7972 0.6447 1.6414
C -0.3855 0.1143 2.0486
C 0.7310 1.1672 1.6822
O -0.4655 -0.0069 3.3852
H -2.1469 1.3957 2.3498
H -2.5351 -0.1474 1.7683
H -1.7320 1.0187 0.6196
H -0.2691 -0.8793 1.6159
H 1.7026 0.6857 1.5709
H 0.9892 2.0072 2.3271
H 0.5555 1.5405 0.6733
H 0.2028 -0.6351 3.6685
C -1.1840 2.7318 -3.0911
C -0.2750 2.5324 -1.8831
C -1.0666 2.3324 -0.5573
O 0.4146 1.3452 -2.0523
H -0.7045 2.8289 -4.0652
H -1.8223 3.6109 -3.0030
H -1.8088 1.8429 -3.1777
H 0.3682 3.4086 -1.8012
H -1.6608 3.2006 -0.2725
H -0.3592 2.2124 0.2632
H -1.7495 1.4977 -0.7158
H 0.3575 0.8971 -1.2052
O 1.2725 -1.4631 2.1787
H 1.1413 -1.7367 1.2708
H 1.7730 -2.1767 2.5744
O 2.3905 -0.6647 -1.5966
H 2.0713 -0.0187 -2.2267
H 1.6229 -0.8847 -1.0687
O 2.8656 -0.4461 0.8517
H 2.0603 -0.3697 0.3399
H 2.5830 -0.8089 1.6911
O -2.8455 -1.1390 -0.5346
H -3.0054 -0.2166 -0.7340
H -2.0031 -1.3311 -0.9465
O 1.9657 -3.3041 0.6132
H 1.5318 -3.8747 1.2475
H 1.4296 -3.3721 -0.1768
O 0.2940 -3.4135 -0.8489
H -0.5811 -3.7700 -1.0017
H 0.1895 -2.4678 -0.9542

Force components x, y, z for each atom (eV/Å):
-1.40 6.97 1.02
-2.81 -7.30 4.50
-1.82 0.65 -3.71
-0.80 0.97 0.07
0.37 -0.42 0.58
-2.03 3.18 -1.77
0.69 -0.79 -0.62
-0.25 -0.66 3.50
0.39 0.52 -0.08
0.13 -0.21 -0.35
-0.96 -0.67 1.72
-0.68 1.28 -0.03
-0.57 0.47 0.45
-1.06 -0.01 0.61
1.30 -0.24 1.52
0.21 -0.06 -0.10
-0.53 -0.05 -0.07
-1.23 0.28 0.17
-0.73 2.88 -1.92
2.44 3.12 -5.16
0.60 -0.04 0.19
-0.13 0.06 0.25
-0.25 -0.03 0.06
0.45 0.12 0.15
-0.17 0.31 -0.29
-1.35 0.46 -0.79
0.16 0.84 -0.31
1.92 1.03 -1.17
0.61 -2.10 5.16
0.36 -0.80 0.44
0.20 -0.34 0.00
0.89 0.47 -1.96
0.04 0.37 -0.36
1.97 0.02 -1.14
3.30 1.02 -0.56
1.25 0.30 0.48
0.23 0.21 -0.18
-2.44 0.15 0.72
-0.20 0.15 0.09
-0.78 0.07 -0.30
3.65 -1.36 2.73
-0.07 -0.40 -0.14
0.18 -1.08 -0.06
-1.50 -5.16 -1.97
0.07 -0.34 -0.22
0.33 -3.82 -1.14

- E (eV) = -30674.5642
- charge = -1
- max |F| (eV/A) = 9.023
- Kohn-Sham gap (eV) = 8.57
- energy relative to the best compared isomer or geometry (same formula, charge and spin) (kcal per mole) = 315.6
- LUMO (Eh) = 0.1002
- E_HOMO (Ha) = -0.2147